No. 1
C48H77N7O10S5 | ωB97M-V/def2-TZVPD

Properties
**Total energy**: -5001.7262 a.u.
**Lowest unoccupied orbital energy**: 0.249 eV
**Spin multiplicity**: 1
**Kohn-Sham gap**: 8.087 eV
**Highest occupied orbital energy**: -0.2880 Eh

Each line ends with the Mulliken charge.
Positions of all 147 atoms, in Å:
C (-1.8267, 2.3562, -3.7470)  -1.05
C (-1.8259, 1.0440, -4.5450)  -0.13
C (-0.4215, 0.5644, -4.8875)  -0.06
C (0.5810, 1.5944, -5.1349)  0.22
N (1.4103, 2.3512, -5.3716)  -0.61
H (-1.3143, 2.2415, -2.7896)  0.19
H (-2.8579, 2.6392, -3.5306)  0.38
H (-1.3994, 3.2036, -4.2834)  0.47
H (-2.4130, 1.2929, -5.4365)  0.31
H (-2.4107, 0.3328, -3.9737)  -0.01
H (-0.3865, -0.1142, -5.7433)  0.45
H (-0.0692, -0.0210, -4.0334)  -0.07
C (-4.2673, 0.2591, -1.4344)  0.57
C (-5.4048, -0.6805, -0.9864)  -0.69
C (-6.7001, -0.2408, -1.6276)  -0.87
S (-6.4884, 1.5174, -2.0667)  1.20
O (-7.3494, 2.3792, -1.2910)  -0.69
O (-6.5058, 1.6009, -3.4938)  -0.69
C (-4.8344, 1.6602, -1.4355)  0.32
H (-4.0462, 0.0470, -2.4867)  -0.03
H (-3.3723, 0.1360, -0.8317)  -0.43
H (-5.4820, -0.6795, 0.1014)  0.39
H (-5.1690, -1.6928, -1.3180)  0.28
H (-7.5599, -0.1996, -0.9621)  0.44
H (-6.9228, -0.7284, -2.5702)  0.36
H (-4.9976, 2.0314, -0.4257)  -0.59
H (-4.2518, 2.3583, -2.0309)  0.31
C (2.9642, 5.1006, -1.9465)  0.05
C (2.6896, 5.4391, -3.4146)  -0.84
C (1.2023, 5.2001, -3.6503)  0.27
S (0.3348, 5.4631, -2.0976)  0.90
O (-0.3220, 4.2473, -1.7003)  -0.41
O (-0.3697, 6.7007, -2.2003)  -0.75
C (1.8358, 5.7683, -1.1597)  -1.00
H (3.9486, 5.3759, -1.5726)  0.46
H (2.9116, 4.0186, -1.7753)  -0.25
H (3.2499, 4.8413, -4.1352)  0.39
H (2.9795, 6.4792, -3.5852)  0.28
H (0.9826, 4.2074, -4.0473)  -0.66
H (0.7576, 5.8504, -4.4049)  0.48
H (1.8347, 5.4926, -0.1090)  0.48
H (1.9161, 6.8554, -1.2470)  0.44
C (-0.2549, 1.5247, 4.5676)  0.43
C (-0.0304, 2.7449, 5.4716)  -1.00
C (-1.3491, 3.2097, 6.0369)  -0.69
S (-2.4940, 1.8278, 5.9348)  1.06
O (-3.4949, 2.1018, 4.9244)  -0.71
O (-2.8511, 1.4286, 7.2652)  -0.72
C (-1.3076, 0.6680, 5.2610)  -0.34
H (0.7256, 1.0755, 4.4130)  0.48
H (-0.6198, 1.7345, 3.5552)  -0.51
H (0.4974, 3.5174, 4.9112)  0.39
H (0.6616, 2.4581, 6.2660)  0.43
H (-1.8110, 4.0107, 5.4473)  0.34
H (-1.3553, 3.6149, 7.0461)  0.43
H (-1.8427, -0.1191, 4.7440)  -0.18
H (-0.8356, 0.2306, 6.1475)  0.40
C (6.0514, 0.6729, -4.1853)  -0.92
C (6.6329, -0.1169, -3.0145)  -0.23
C (6.7518, 0.7667, -1.7762)  -0.89
S (5.1794, 1.6449, -1.8502)  0.93
O (5.2888, 2.9369, -1.2453)  -0.71
O (4.2214, 0.7012, -1.3229)  -0.36
C (5.1334, 1.7755, -3.6423)  -0.39
H (5.4237, 0.0418, -4.8111)  0.32
H (6.8215, 1.1388, -4.7918)  0.29
H (7.6355, -0.4583, -3.2968)  0.50
H (6.1084, -1.0476, -2.7964)  0.11
H (7.5146, 1.5351, -1.8513)  0.44
H (6.6775, 0.1914, -0.8600)  0.32
H (5.5007, 2.7876, -3.8061)  0.50
H (4.0743, 1.7317, -3.9026)  0.16
C (-4.6667, -4.3070, 4.3236)  -0.79
C (-3.5526, -5.0682, 3.5490)  -0.15
C (-2.2241, -4.6661, 4.1303)  -0.46
S (-2.3723, -2.9119, 4.3849)  1.07
O (-2.1993, -2.2640, 3.1132)  -0.34
O (-1.5893, -2.4588, 5.5059)  -0.76
C (-4.1043, -2.9629, 4.8042)  -0.84
H (-4.9764, -4.8778, 5.2024)  0.29
H (-5.5497, -4.2736, 3.6883)  0.35
H (-3.6328, -4.6635, 2.5344)  -0.18
H (-3.7233, -6.1394, 3.5070)  0.51
H (-1.3337, -4.8853, 3.5402)  0.17
H (-2.0196, -5.1167, 5.1066)  0.34
H (-4.7286, -2.0945, 4.6121)  0.46
H (-4.0825, -3.0088, 5.8972)  0.43
N (-0.0697, 2.0855, 0.2661)  0.85
C (0.9872, 1.2113, 0.2743)  -1.78
C (0.5871, 0.0528, 0.8665)  -0.38
C (-0.8368, 0.1420, 0.9871)  0.48
C (-1.1889, 1.4277, 0.6823)  -1.49
H (-0.0366, 2.9794, -0.2160)  0.24
H (1.9688, 1.5789, 0.0132)  0.67
H (1.2166, -0.7663, 1.1740)  0.67
H (-1.4946, -0.6491, 1.3141)  0.76
H (-2.1741, 1.8614, 0.6248)  0.14
N (2.5989, -3.1439, -1.0942)  1.05
C (2.7327, -1.8511, -1.5031)  -1.43
C (3.0336, -1.8711, -2.8232)  -0.21
C (3.0184, -3.2293, -3.2510)  -1.38
C (2.8330, -3.9850, -2.1341)  -0.59
H (2.2868, -3.4282, -0.1790)  0.12
H (2.6102, -1.0256, -0.8246)  0.82
H (3.2877, -1.0296, -3.4489)  0.75
H (3.2119, -3.6013, -4.2434)  0.50
H (2.7621, -5.0465, -1.9619)  0.47
N (0.3099, -4.4484, 0.9064)  0.63
C (1.1934, -5.4470, 0.6232)  -0.64
C (2.2507, -5.3310, 1.4954)  -0.86
C (1.9465, -4.2526, 2.3800)  -0.90
C (0.7528, -3.7187, 1.9656)  -0.89
H (-0.5866, -4.3806, 0.4511)  0.11
H (0.9129, -6.1778, -0.1163)  0.57
H (3.1441, -5.9311, 1.5546)  0.42
H (2.5513, -3.8484, 3.1740)  0.62
H (0.1015, -2.9893, 2.4209)  0.75
N (-1.3163, -4.7563, -2.4954)  0.14
C (-2.2400, -5.3934, -1.6882)  -0.70
C (-2.6265, -4.4992, -0.7124)  -0.45
C (-1.8744, -3.2928, -0.9173)  -0.46
C (-1.0945, -3.4958, -2.0300)  -1.00
H (-0.8193, -5.1800, -3.2566)  0.23
H (-2.5578, -6.4011, -1.8914)  0.45
H (-3.2873, -4.7461, 0.1032)  0.34
H (-1.9319, -2.4096, -0.3017)  0.81
H (-0.3371, -2.8622, -2.4514)  0.70
N (-3.4395, 3.3524, 2.3445)  0.42
C (-4.4094, 3.6799, 1.4499)  -0.84
C (-3.9433, 4.7439, 0.7191)  -0.65
C (-2.6202, 5.0091, 1.1713)  -0.45
C (-2.3463, 4.1505, 2.1822)  -0.74
H (-3.5496, 2.5972, 3.0070)  0.18
H (-5.3050, 3.0825, 1.5061)  0.77
H (-4.4717, 5.2083, -0.0967)  0.47
H (-2.0081, 5.7462, 0.6764)  0.51
H (-1.4545, 3.9000, 2.7312)  0.45
N (5.4589, -1.8510, 0.2580)  0.42
C (6.7914, -2.2135, 0.3842)  -0.36
C (6.9421, -2.8947, 1.5486)  -0.84
C (5.6497, -3.0279, 2.1396)  -0.80
C (4.7878, -2.2906, 1.3647)  -0.20
H (5.1164, -1.3014, -0.5134)  0.07
H (7.5246, -1.9643, -0.3648)  0.41
H (7.8483, -3.2921, 1.9740)  0.40
H (5.3592, -3.5365, 3.0412)  0.44
H (3.7150, -2.1735, 1.3835)  0.39

No. 2
C31H49Cl4F24NO16 | ωB97M-V/def2-TZVPD

Properties
**Total energy**: -6705.9100 a.u.
**Lowest unoccupied orbital energy**: 2.720 eV
**Total charge**: -2
**Spin multiplicity**: 1
**Kohn-Sham gap**: 3.110 eV
**Highest occupied orbital energy**: -0.0143 Eh

Each line ends with the Mulliken charge.
Positions of all 125 atoms, in Å:
C (2.9779, -3.1451, 4.2227)  -0.91
O (2.2793, -3.5656, 3.0924)  -0.17
C (0.9245, -3.9004, 3.2700)  -0.63
C (0.3840, -4.2139, 1.9112)  -0.49
N (0.5768, -2.9563, 1.0446)  1.38
H (1.5625, -2.8152, 0.7972)  -0.21
H (0.1138, -3.1761, 0.1478)  -0.41
C (-0.1645, -1.7162, 1.5608)  -1.62
C (-0.1449, -0.5043, 0.6205)  0.87
O (1.2169, -0.1229, 0.5794)  0.73
C (1.5677, 0.6450, -0.5807)  -2.40
H (3.0151, -3.8515, 5.0574)  0.28
H (2.4499, -2.2840, 4.6666)  0.31
H (3.9467, -2.7719, 3.9046)  0.26
H (0.3824, -3.0130, 3.6384)  0.24
H (0.8061, -4.7162, 3.9878)  0.60
H (-0.6950, -4.3452, 1.9634)  0.11
H (0.9263, -5.0327, 1.4276)  0.59
H (0.3373, -1.4972, 2.5034)  0.39
H (-1.1653, -2.0692, 1.8118)  0.58
H (-0.8121, 0.2142, 1.1154)  -0.40
H (-0.6303, -0.7920, -0.3146)  0.09
H (0.8808, 0.6427, -1.4293)  -0.45
H (2.4495, 0.1840, -1.0310)  0.69
H (1.7818, 1.6954, -0.3750)  2.85
C (3.7950, -3.7892, -0.6126)  -0.12
O (3.1459, -4.9810, -0.5544)  -0.84
H (3.4297, -3.2234, -1.5007)  -0.01
H (3.5779, -3.0604, 0.2197)  -0.20
H (4.9010, -3.8519, -0.6459)  0.30
Cl (0.9857, -8.0421, 3.6632)  1.70
O (-0.0279, -7.1074, 4.1314)  -0.69
O (0.4588, -9.4199, 3.7949)  -0.73
O (1.2533, -7.8057, 2.2785)  -0.59
O (2.1882, -7.8791, 4.4438)  -0.67
Cl (-1.2562, -4.7345, -1.6556)  1.81
O (-2.4491, -5.1987, -2.3494)  -0.75
O (-0.9244, -5.5787, -0.5403)  -0.71
O (-0.1291, -4.8379, -2.5353)  -0.67
O (-1.4134, -3.3783, -1.1446)  -0.73
C (0.7964, 5.0226, 0.4209)  -1.65
C (0.7280, 3.9777, -0.6695)  1.66
C (-0.7349, 3.6100, -1.0038)  -0.49
F (-1.5777, 4.6342, -1.1978)  -0.46
F (-0.8703, 2.7530, -2.0787)  -0.23
F (1.2965, 4.5883, -1.7573)  -0.42
F (1.4150, 2.8765, -0.3430)  -0.99
O (0.2929, 4.5354, 1.6553)  -0.37
C (-0.5582, 5.3957, 2.3254)  0.89
C (-1.0123, 4.7549, 3.6500)  0.82
F (0.0381, 4.5147, 4.4517)  -0.28
F (-1.8954, 5.5299, 4.2982)  -0.31
F (0.0615, 6.5855, 2.4890)  -0.32
F (-1.6646, 5.5716, 1.5670)  -0.32
H (0.3628, 5.9623, 0.0774)  0.48
H (1.8413, 5.2852, 0.6159)  0.55
H (-1.0614, 2.9159, -0.2180)  0.25
H (-1.4609, 3.8054, 3.3436)  -0.28
C (-3.2322, 2.6560, -0.8935)  -1.49
C (-2.7531, 1.5846, -1.8622)  1.87
C (-3.7497, 0.4371, -2.0516)  0.32
F (-5.0466, 0.8220, -1.8927)  -0.32
F (-3.5364, -0.2053, -3.2327)  -0.25
F (-2.5404, 2.2072, -3.0491)  -0.34
F (-1.5445, 1.1021, -1.5032)  -0.16
O (-3.4961, 2.1120, 0.4198)  0.05
C (-4.0527, 2.9875, 1.2842)  0.94
C (-4.0666, 2.2957, 2.6539)  -0.05
F (-4.9883, 1.3084, 2.6438)  -0.25
F (-2.8248, 1.8458, 2.9319)  -0.20
F (-3.3216, 4.1368, 1.3369)  -0.24
F (-5.2989, 3.3753, 0.9524)  -0.32
H (-4.1531, 3.1534, -1.2006)  0.58
H (-2.5046, 3.4648, -0.8152)  0.23
H (-3.6279, -0.3980, -1.3478)  -0.14
H (-4.3917, 2.9218, 3.4883)  0.29
C (3.9320, 0.9071, 0.5386)  -0.07
C (4.0337, 1.2735, 2.0047)  1.15
C (2.7685, 0.9155, 2.8015)  -0.23
F (1.6929, 1.4809, 2.2326)  0.00
F (2.5924, -0.4168, 2.8677)  -0.05
F (5.0871, 0.6023, 2.5322)  -0.36
F (4.2404, 2.6226, 2.0842)  -0.37
O (5.0797, 1.3071, -0.1786)  -0.46
C (5.1026, 0.8847, -1.5106)  0.88
C (6.2112, 1.6620, -2.2255)  0.02
F (6.2812, 1.3696, -3.5372)  -0.27
F (5.9490, 2.9922, -2.1230)  -0.26
F (5.3154, -0.4439, -1.5038)  -0.28
F (3.9140, 1.1041, -2.1256)  -0.09
H (3.0389, 1.3172, 0.0574)  -1.18
H (3.7652, -0.1662, 0.3868)  0.39
H (2.9132, 1.2737, 3.8264)  0.23
H (7.1530, 1.4326, -1.7177)  0.28
C (1.5835, 2.0689, -4.4777)  0.49
C (2.1174, 3.3575, -5.0711)  -0.53
C (1.0421, 3.7723, -6.0891)  -0.67
O (-0.0648, 2.9279, -5.8249)  -0.57
C (0.0814, 2.4274, -4.5063)  0.90
H (2.1307, 1.9518, -3.5384)  -0.47
H (1.8208, 1.1682, -5.0420)  0.33
H (3.0977, 3.3909, -5.5446)  0.47
H (2.0363, 4.1494, -4.3225)  -0.04
H (1.4272, 3.8033, -7.1111)  0.40
H (0.8395, 4.8376, -5.9144)  0.27
H (-0.6182, 1.5993, -4.3862)  0.02
H (-0.2786, 3.0830, -3.7022)  -0.43
C (-4.9162, -2.0432, 2.3248)  -0.32
C (-4.1596, -2.6521, 1.1450)  0.89
C (-5.2228, -2.8793, 0.0720)  -0.71
O (-6.2232, -1.9001, 0.3338)  -0.43
C (-6.3127, -1.7679, 1.7255)  -0.38
H (-4.4731, -1.0972, 2.6413)  -0.16
H (-4.8740, -2.6482, 3.2315)  0.34
H (-3.5320, -3.5247, 1.3112)  0.41
H (-3.5084, -1.8623, 0.7569)  -0.76
H (-5.4580, -3.9499, 0.0483)  0.22
H (-4.8454, -2.6851, -0.9326)  0.35
H (-7.0007, -2.5535, 2.0782)  0.29
H (-6.7508, -0.8427, 2.1014)  0.35
C (-0.1131, -2.2060, -4.3885)  -0.43
Cl (-0.0984, -1.2853, -5.8802)  -0.20
Cl (0.8050, -1.4384, -3.0688)  0.04
H (-1.1144, -2.1941, -3.9645)  0.08
H (0.1423, -3.2569, -4.4893)  0.45

No. 3
C4H4N2 | ωB97M-V/def2-TZVPD

Properties
**Total energy**: -264.2139 a.u.
**Lowest unoccupied orbital energy**: 0.449 eV
**ΔE to the lowest compared entry with this formula, charge and spin**: 3.0634 eV
**Spin multiplicity**: 1
**Kohn-Sham gap**: 8.223 eV
**Highest occupied orbital energy**: -0.2857 Eh

Each line ends with the Mulliken charge.
Positions of all 10 atoms, in Å:
C (0.6110, 1.5442, -0.1767)  -0.55
C (0.6773, -0.0159, -0.1254)  -0.27
N (0.5056, -2.9892, -0.2119)  -0.01
N (-0.4244, -2.9772, 0.3806)  -0.01
C (-0.6352, -0.0544, 0.1023)  -0.22
C (-0.6781, 1.5019, 0.1463)  -0.57
H (1.3037, 2.3134, -0.4890)  0.39
H (1.4903, -0.7311, -0.1494)  0.41
H (-1.4024, -0.8162, 0.1391)  0.43
H (-1.4477, 2.2246, 0.3842)  0.39

No. 4
C6H13LuO3 | ωB97M-V/def2-TZVPD

Properties
**⟨S²⟩**: 0.76
**Total energy**: -1696.2779 a.u.
**Lowest unoccupied orbital energy (spin up / spin down)**: -15.432 / -16.023 eV
**Total charge**: +3
**Spin multiplicity**: 2
**Kohn-Sham gap (spin up / spin down)**: 4.003 / 3.391 eV
**Highest occupied orbital energy (spin up / spin down)**: -0.7142 / -0.7135 Eh

Each line ends with the Mulliken charge.
Positions of all 23 atoms, in Å:
C (3.6710, 0.1890, -0.5141)  -0.90
O (2.9296, -0.8813, -0.8199)  -0.19
C (1.9680, -1.3503, 0.1336)  -0.67
C (0.5863, -0.8830, -0.2575)  -0.11
O (0.5339, 0.5557, -0.2742)  0.01
Lu (2.1463, 1.8320, -1.1467)  1.89
H (3.8364, 0.4053, 0.5503)  0.48
H (4.4634, 0.3812, -1.2436)  0.62
H (2.2406, -1.0085, 1.1413)  0.41
H (1.9957, -2.4451, 0.0990)  0.39
H (-0.1283, -1.2577, 0.4840)  0.35
H (0.3135, -1.2350, -1.2598)  0.36
C (-0.6059, 1.1895, 0.3255)  -0.56
C (-1.9680, 1.1916, -0.2816)  -0.48
O (-2.2597, -0.2145, -0.3865)  -0.37
C (-3.2951, -0.6323, 0.4684)  -0.72
H (-0.3762, 2.2571, 0.4513)  0.49
H (-0.8008, 0.7087, 1.3321)  0.29
H (-1.8591, 1.7302, -1.2425)  0.28
H (-3.4689, -1.6982, 0.2841)  0.26
H (-3.0081, -0.4768, 1.5217)  0.35
H (-4.2250, -0.0744, 0.2677)  0.35
H (-2.6894, 1.7169, 0.3673)  0.47

No. 5
C5H9N | ωB97M-V/def2-TZVPD

Properties
**Total energy**: -250.4879 a.u.
**Lowest unoccupied orbital energy**: 1.067 eV
**ΔE to the lowest compared entry with this formula, charge and spin**: 4.8715 eV
**Spin multiplicity**: 1
**Kohn-Sham gap**: 9.728 eV
**Highest occupied orbital energy**: -0.3183 Eh

Each line ends with the Mulliken charge.
Positions of all 15 atoms, in Å:
C (-0.9841, 0.2081, 1.0164)  -0.47
C (0.8530, -1.0948, 0.1670)  -0.66
C (0.3171, -0.2194, -1.0100)  -0.07
C (0.0631, 1.1634, -1.5242)  -0.44
C (-0.1681, 0.9521, -0.0818)  0.00
H (-2.1101, -0.1997, 0.9099)  0.22
H (-0.7165, 0.7597, 2.0485)  0.30
H (0.0575, -1.0081, 2.0810)  0.28
H (0.8789, -2.1762, -0.0898)  0.26
H (1.7761, -0.8655, 0.6554)  0.32
H (-0.5454, -0.7861, -1.3569)  0.12
H (-0.7144, 1.0771, -2.3757)  0.20
H (0.8137, 1.8844, -1.7511)  0.26
H (0.7654, 1.4270, 0.2150)  0.11
N (-0.2862, -1.1219, 1.0963)  -0.44

No. 6
C3H3NO2 | ωB97M-V/def2-TZVPD

Properties
**Total energy**: -321.2539 a.u.
**Lowest unoccupied orbital energy**: 0.861 eV
**ΔE to the lowest compared entry with this formula, charge and spin**: 3.3662 eV
**Spin multiplicity**: 1
**Kohn-Sham gap**: 10.454 eV
**Highest occupied orbital energy**: -0.3526 Eh

Each line ends with the Mulliken charge.
Positions of all 9 atoms, in Å:
C (0.6184, -0.0519, -0.0677)  0.26
C (0.0895, 1.0230, -0.0736)  0.09
C (-1.4556, -0.4949, 0.1007)  0.01
H (2.3401, -0.9075, 0.4308)  0.36
H (0.5994, 2.0235, 0.2838)  0.25
H (-2.3276, -1.0182, 0.0788)  0.43
N (-0.2960, -1.1974, -0.0762)  -0.58
O (1.9803, -0.0741, -0.0001)  -0.52
O (-1.2370, 0.7523, -0.0020)  -0.29